Density functional theory data (wB97M-V/def2-TZVPD) for a 5-piece molecular cluster, C29H52BO15P overall at a distorted geometry.

E_LUMO, eV: 0.35
Energy, eV: -71595.3399
Kohn-Sham gap, eV: 7.79
SMILES: CCCCB(CCCCCCOC(C)=O)P(C)O.C[C@@H]1COC(=O)O1.C[C@@H]1COC(=O)O1.C[C@@H]1COC(=O)O1.C[C@@H]1COC(=O)O1
Strongest force on any atom, eV Å⁻¹: 1.934

Last column: Mulliken charge in e.
Geometry (Å):
1 C -1.891462 3.497525 -2.458140  -0.591
2 C -3.426597 3.382214 -2.471174  -0.418
3 C -3.972397 2.666841 -3.697053  -0.769
4 C -3.532069 1.197250 -3.888819  -0.517
5 B -3.275970 0.394815 -2.550040  0.265
6 C -1.820650 -0.124701 -2.253844  -0.072
7 C -1.493001 -0.602760 -0.817590  -0.980
8 C -0.617739 0.398822 -0.066226  -0.250
9 C 0.087304 -0.226317 1.161957  0.117
10 C -0.636916 0.136336 2.474793  -0.834
11 C -0.059617 1.402823 3.111832  -0.401
12 O -0.013301 1.312390 4.561154  -0.412
13 C -1.059093 1.920456 5.182065  0.791
14 C -0.648414 2.733739 6.385094  -0.890
15 O -2.221209 1.796115 4.811231  -0.556
16 P -4.761000 0.005911 -1.451483  -0.247
17 C -4.482622 0.677641 0.254923  -1.101
18 O -6.004090 0.977170 -2.042576  -0.442
19 H -1.415306 2.772606 -1.807453  -0.069
20 H -1.618956 4.489344 -2.101103  0.454
21 H -1.509329 3.423798 -3.472916  0.157
22 H -3.809433 2.969997 -1.537130  0.150
23 H -3.810390 4.403259 -2.508805  0.386
24 H -5.054723 2.731201 -3.750371  0.422
25 H -3.603677 3.222026 -4.562157  0.413
26 H -2.655841 1.113051 -4.528547  0.188
27 H -4.350370 0.693709 -4.413747  0.372
28 H -1.632318 -0.942797 -2.952117  0.373
29 H -1.164844 0.704412 -2.507850  -0.102
30 H -2.382846 -0.869941 -0.251042  0.157
31 H -0.899355 -1.513822 -0.895574  0.533
32 H -1.179767 1.284190 0.230782  0.064
33 H 0.163988 0.694853 -0.766525  0.251
34 H 1.117220 0.111627 1.184816  -0.595
35 H 0.050762 -1.304929 1.046683  0.692
36 H -1.679000 0.328806 2.228355  0.184
37 H -0.592570 -0.676538 3.192698  0.566
38 H -0.652244 2.267355 2.830212  0.394
39 H 0.976632 1.516384 2.811888  0.344
40 H -0.760424 2.112541 7.271021  0.046
41 H -1.272524 3.615025 6.445530  0.329
42 H 0.400399 2.998248 6.311946  0.344
43 H -5.423774 1.057144 0.646596  0.635
44 H -4.214996 -0.157467 0.896314  0.277
45 H -3.717566 1.444864 0.312917  0.211
46 H -6.552530 1.198414 -1.289532  0.259
47 C 3.153821 -0.000106 -3.038874  -1.193
48 C 2.035824 -0.221747 -4.024016  0.735
49 C 2.412239 -0.139549 -5.482719  -0.072
50 O 1.163242 0.256047 -6.084292  -0.343
51 C 0.458937 0.934395 -5.154120  0.646
52 O -0.541137 1.542769 -5.362442  -0.556
53 O 1.047570 0.827361 -3.938280  -0.345
54 H 2.749767 0.193199 -2.047963  0.004
55 H 3.796500 -0.877243 -2.983379  0.420
56 H 3.761336 0.861515 -3.324072  0.385
57 H 1.528249 -1.167337 -3.808942  0.195
58 H 2.763994 -1.076313 -5.899093  -0.197
59 H 3.149470 0.642333 -5.680393  0.331
60 C -3.500537 0.138786 7.484027  -1.222
61 C -3.450814 -0.532337 8.833032  0.505
62 C -2.290079 -0.141171 9.716533  -0.351
63 O -2.134139 -1.303913 10.539656  -0.340
64 C -2.589342 -2.369973 9.831564  0.581
65 O -2.447245 -3.501122 10.150101  -0.518
66 O -3.225578 -1.950261 8.709240  -0.381
67 H -4.182084 -0.388876 6.818903  0.401
68 H -3.838273 1.170195 7.579875  0.407
69 H -2.520894 0.138496 7.006690  0.071
70 H -4.399628 -0.397184 9.360599  0.271
71 H -2.482368 0.735636 10.330015  0.326
72 H -1.367327 0.003889 9.148555  0.213
73 C 4.681359 1.998517 2.986470  -1.470
74 C 4.871805 0.730604 2.193072  0.416
75 C 5.631792 0.874006 0.895082  -0.506
76 O 5.109479 -0.217728 0.122535  -0.314
77 C 3.855487 -0.471379 0.570061  0.559
78 O 3.079322 -1.189005 0.034197  -0.477
79 O 3.613068 0.221411 1.710324  -0.198
80 H 3.905823 1.862284 3.739499  0.315
81 H 5.608400 2.275964 3.486782  0.414
82 H 4.372672 2.822484 2.341408  0.351
83 H 5.319498 -0.045934 2.819675  0.270
84 H 6.709045 0.780935 1.004855  0.305
85 H 5.395768 1.805785 0.375948  0.301
86 C 3.286798 -6.069989 -5.200886  -1.437
87 C 3.056520 -5.219533 -6.424106  0.492
88 C 4.011894 -5.445271 -7.572626  -0.560
89 O 3.989307 -4.170660 -8.234274  -0.355
90 C 3.687211 -3.236871 -7.306926  0.648
91 O 3.750425 -2.063086 -7.474987  -0.538
92 O 3.299364 -3.824007 -6.148493  -0.299
93 H 2.752373 -5.658762 -4.345672  0.361
94 H 2.936180 -7.086462 -5.375245  0.385
95 H 4.345410 -6.105361 -4.940525  0.352
96 H 2.019817 -5.309555 -6.759819  0.278
97 H 3.700099 -6.232215 -8.253991  0.294
98 H 5.032210 -5.637295 -7.233554  0.308

Atoms 1-6, force components in eV/Å:
C -0.5 0.4 0.1
C 0.1 0.5 -0.1
C 0.3 -0.1 -0.3
C -0.3 -0.6 0.2
B 0.2 0.8 -0.2
C -0.9 -0.1 1.0


Density functional theory data (wB97M-V/def2-TZVPD) for C29H52GeN9OPSi3Ti as an isolated structure at a distorted geometry.

2S+1: 2
E_LUMO (spin up / spin down), eV: -3.20 / -3.07
Energy, eV: -158926.8923
Relative energy (zero: lowest compared OMol25 entry of this formula, charge and spin), eV: 0.104
Total charge: +1
⟨S²⟩: 0.761
Kohn-Sham gap (spin up / spin down), eV: 6.81 / 6.86
Strongest force on any atom, eV Å⁻¹: 1.142

Last column: Mulliken spin population.
Geometry (Å):
1 Ti -0.537617 0.208770 -0.295593  1.024
2 C 0.870347 5.352001 1.265441  0.000
3 N 0.033439 4.155795 1.282375  0.000
4 C -1.291615 4.117761 1.607905  0.000
5 C -1.695857 2.828353 1.439422  0.010
6 N -0.637076 2.072390 1.012131  -0.010
7 C 0.396188 2.908507 0.921121  0.017
8 P 2.080724 2.472400 0.399823  -0.003
9 C 2.133239 0.779317 1.078808  0.028
10 N 1.311450 -0.239689 0.810961  -0.050
11 C 1.847634 -1.338708 1.425047  0.025
12 C 2.988156 -0.982766 2.074672  -0.002
13 N 3.158254 0.355319 1.850842  0.002
14 C 4.270735 1.156925 2.352195  0.000
15 C 1.724920 2.004963 -1.314763  0.042
16 N 0.826922 1.095403 -1.692364  -0.038
17 C 0.873382 1.042078 -3.056225  0.005
18 C 1.797221 1.939238 -3.501617  -0.002
19 N 2.330092 2.535597 -2.394691  0.003
20 C 3.250431 3.666969 -2.409772  0.000
21 H 0.313444 6.162051 1.727029  0.000
22 H 1.101128 5.617620 0.236039  0.000
23 H 1.780851 5.178485 1.834718  0.000
24 H -1.826697 4.997159 1.920484  0.000
25 H -2.675018 2.415229 1.591586  0.000
26 H 1.406967 -2.314861 1.336139  -0.007
27 H 3.685117 -1.557696 2.658524  0.000
28 H 4.823024 0.559957 3.071754  0.000
29 H 3.898851 2.050094 2.847574  0.000
30 H 4.935380 1.439513 1.538472  0.000
31 H 0.247429 0.372352 -3.614814  -0.006
32 H 2.111865 2.199790 -4.496833  0.000
33 H 3.717599 3.715137 -3.389017  0.000
34 H 4.022648 3.531058 -1.656554  0.000
35 H 2.696012 4.585810 -2.225748  0.000
36 C -4.128200 0.063030 0.515431  0.021
37 C -3.288321 -0.287105 1.716278  -0.009
38 O -1.917868 -0.601526 1.361962  -0.015
39 C -1.272454 -1.315283 2.432110  0.039
40 C -0.760073 -0.404951 3.529305  0.008
41 H -5.178265 0.026915 0.807914  0.000
42 H -3.969973 -0.671033 -0.274635  -0.004
43 H -3.918605 1.048635 0.111395  0.003
44 H -3.699648 -1.181442 2.187480  0.001
45 H -3.281660 0.502769 2.472736  -0.001
46 H -0.470933 -1.880887 1.968893  -0.030
47 H -1.984705 -2.041842 2.829761  0.003
48 H -0.153843 0.400350 3.113195  0.000
49 H -0.141977 -0.983441 4.217435  0.000
50 H -1.573507 0.035395 4.105740  0.000
51 N -1.964458 1.276635 -1.371877  -0.064
52 C -2.034904 2.209656 -2.064192  0.029
53 C -1.845683 3.362595 -2.792238  0.012
54 C -0.627842 4.008431 -2.476696  0.001
55 N 0.392645 4.436080 -2.139015  0.002
56 C -2.737582 3.794820 -3.805272  0.003
57 N -3.466440 4.127804 -4.631595  0.001
58 C -4.286679 -1.219909 -2.972894  0.001
59 Si -2.557026 -1.531219 -3.643614  0.004
60 C -2.113055 -0.069185 -4.751227  0.001
61 C -2.639766 -3.004393 -4.809059  -0.004
62 Ge -1.042872 -1.973870 -1.814222  -0.019
63 Si -1.980445 -3.907324 -0.737380  -0.010
64 C -3.458437 -3.559282 0.380013  0.001
65 C -2.614651 -5.191986 -1.958593  -0.003
66 C -0.650585 -4.724230 0.329837  -0.001
67 Si 0.912894 -2.961064 -2.835421  0.001
68 C 0.645437 -4.708046 -3.485782  -0.004
69 C 2.337978 -3.091411 -1.601632  -0.001
70 C 1.575410 -1.964563 -4.295382  0.000
71 H -4.947927 -0.913129 -3.787835  0.000
72 H -4.309980 -0.432395 -2.217903  0.001
73 H -4.703692 -2.129593 -2.533549  0.000
74 H -2.923653 0.048763 -5.475740  0.000
75 H -1.201126 -0.258319 -5.324334  0.000
76 H -2.009386 0.886407 -4.235986  0.000
77 H -3.229451 -2.730031 -5.688361  0.000
78 H -3.111539 -3.871422 -4.347299  0.000
79 H -1.650036 -3.304676 -5.158569  0.000
80 H -4.214075 -2.942898 -0.111232  0.000
81 H -3.183885 -3.086071 1.323113  -0.001
82 H -3.925755 -4.518594 0.621305  0.000
83 H -3.643900 -4.958645 -2.241432  0.000
84 H -2.627893 -6.166960 -1.462088  0.000
85 H -2.027440 -5.286139 -2.868233  0.000
86 H -0.122627 -4.004641 0.958698  -0.001
87 H 0.093448 -5.227774 -0.291232  0.000
88 H -1.095629 -5.476316 0.986710  0.000
89 H 0.430444 -5.420895 -2.688011  0.000
90 H 1.570867 -5.026760 -3.974391  -0.001
91 H -0.157352 -4.776481 -4.220153  0.000
92 H 2.025405 -3.566885 -0.670447  0.001
93 H 2.758959 -2.110486 -1.368494  0.001
94 H 3.136657 -3.704900 -2.028000  0.000
95 H 0.801889 -1.733653 -5.031334  0.000
96 H 2.339003 -2.562274 -4.801328  0.000
97 H 2.042846 -1.028538 -3.984350  0.000

Atoms 1-6, force components in eV/Å:
Ti -0.7 -0.9 0.1
C 0.0 0.0 0.0
N 0.0 0.0 0.0
C -0.1 0.0 0.0
C 0.0 0.0 0.0
N 0.3 0.3 -0.2


Density functional theory data (wB97M-V/def2-TZVPD) for one molecule with the formula C29H52N2O3S at a distorted geometry.

E_LUMO, eV: 0.28
Energy, eV: -50865.0062
Relative energy (zero: lowest compared OMol25 entry of this formula, charge and spin), eV: 6.138
Kohn-Sham gap, eV: 8.69
SMILES: CCCCCCCCCCCCCC[C@@H]1COS(=O)(=O)[C@@H](CCc2ccccc2)[C@]1(N)CCCN
Strongest force on any atom, eV Å⁻¹: 4.823

Last column: Mulliken charge in e.
Geometry (Å):
1 C -3.526547 0.403930 -3.803035  -0.548
2 C -4.561083 0.235768 -5.031927  -0.423
3 C -3.950903 0.646722 -6.463908  -0.709
4 C -2.374235 0.369990 -6.609235  -0.624
5 C -2.019310 -1.222004 -6.722253  -0.306
6 C -0.498145 -1.373606 -6.196284  -0.634
7 C -0.151376 -2.859373 -5.659214  -0.756
8 C -1.165356 -3.362233 -4.493519  0.169
9 C -0.529254 -4.608532 -3.653767  -0.783
10 C -1.028668 -4.646752 -2.128438  -0.893
11 C -0.260219 -3.577535 -1.173182  -0.445
12 C -1.074820 -3.339310 0.221816  -0.399
13 C -0.091905 -3.347838 1.493233  -0.967
14 C -0.023230 -1.921228 2.276987  -0.770
15 C 0.310291 -0.678071 1.322398  0.545
16 C 1.713009 -0.897849 0.568286  -0.809
17 O 2.882083 -0.786158 1.420984  -0.480
18 S 3.066897 0.837759 1.835493  1.264
19 O 4.253728 0.868603 2.784218  -0.664
20 O 3.278309 1.658280 0.591986  -0.637
21 C 1.487462 1.331692 2.732407  -0.189
22 C 1.455726 2.956817 2.903029  -0.764
23 C 2.035279 3.466884 4.311017  -0.585
24 C 3.479314 4.140852 4.254775  0.563
25 C 3.875443 5.060713 5.468957  -0.564
26 C 5.299741 5.720962 5.507468  -0.404
27 C 6.371539 5.522525 4.398274  -0.392
28 C 5.960049 4.652612 3.175130  -0.579
29 C 4.532019 3.989237 3.137023  -0.001
30 C 0.154482 0.777888 2.027919  0.278
31 N -0.135044 1.733274 0.876748  -0.627
32 C -1.168521 0.882262 2.968944  -1.604
33 C -0.930542 0.416568 4.482188  -0.032
34 C -2.318552 0.210852 5.319188  -0.533
35 N -1.967496 0.367885 6.790085  -0.718
36 H -2.876732 -0.547025 -3.705012  -0.147
37 H -4.123155 0.481908 -2.828339  0.348
38 H -2.890689 1.347338 -3.924134  0.243
39 H -5.434070 0.952941 -4.821118  0.331
40 H -4.903421 -0.864321 -5.074030  0.267
41 H -4.220951 1.750322 -6.675226  0.334
42 H -4.478224 0.018729 -7.267880  0.243
43 H -2.051622 0.840197 -7.619005  0.365
44 H -1.739918 0.885847 -5.809900  0.280
45 H -2.764504 -1.780637 -6.060536  0.100
46 H -2.159091 -1.505613 -7.818350  0.324
47 H -0.257448 -0.609365 -5.363492  0.298
48 H 0.210102 -1.189198 -7.084958  0.305
49 H 0.921146 -2.866942 -5.220168  0.357
50 H -0.111142 -3.607199 -6.540393  0.258
51 H -2.111687 -3.757425 -5.014265  0.301
52 H -1.392370 -2.476750 -3.781736  -0.295
53 H 0.624323 -4.555926 -3.729355  0.297
54 H -0.836374 -5.604943 -4.158854  0.376
55 H -2.155023 -4.448562 -2.136666  0.375
56 H -0.860496 -5.729524 -1.756705  0.364
57 H -0.009262 -2.603835 -1.714305  0.167
58 H 0.743725 -4.085758 -0.909880  0.336
59 H -1.811904 -4.220953 0.297530  0.480
60 H -1.734135 -2.395744 0.143772  0.259
61 H 0.972370 -3.659554 1.180918  0.434
62 H -0.475138 -4.150067 2.213485  0.388
63 H 0.773742 -2.079637 3.103971  0.249
64 H -1.024307 -1.839686 2.837070  0.205
65 H -0.494301 -0.690135 0.487835  0.264
66 H 1.772463 -1.946647 0.083984  0.277
67 H 1.717665 -0.165072 -0.326785  0.299
68 H 1.650074 0.936937 3.808901  0.452
69 H 0.342031 3.271045 2.884356  0.385
70 H 1.925486 3.476961 1.992150  0.532
71 H 1.961231 2.648323 5.128342  0.323
72 H 1.313193 4.297117 4.675793  0.375
73 H 3.153868 5.263569 6.327414  0.279
74 H 5.537412 6.383566 6.417700  0.268
75 H 7.423694 5.964440 4.413709  0.309
76 H 6.673657 4.443652 2.295196  0.304
77 H 4.310822 3.357101 2.217657  0.112
78 H 0.494516 1.552551 0.083774  0.356
79 H -1.123396 1.546782 0.643956  0.389
80 H -1.508741 1.973256 3.000194  0.449
81 H -1.998248 0.248083 2.507520  0.338
82 H -0.348201 -0.556719 4.609866  0.157
83 H -0.342878 1.215324 5.082433  0.118
84 H -3.124691 0.957917 5.011288  0.323
85 H -2.750017 -0.843287 5.195160  0.265
86 H -1.016695 -0.052803 6.878367  0.321
87 H -1.772858 1.387837 6.884958  0.283

Atoms 1-6, force components in eV/Å:
C -0.5 -0.5 -0.1
C 0.5 0.3 0.2
C 0.1 -0.2 0.1
C -0.3 0.0 -1.4
C 0.3 1.8 0.9
C 0.1 -1.2 -0.5